The following is a quantum chemistry calculation of a structure of composition C63H61FeIN4SbSi3, from OMol25.

Results
Multiplicity: 5
LUMO energy (alpha / beta) (eV): 1.784 / 1.173
ΔE to the lowest compared entry with this formula, charge and spin (kcal/mol): 0.0
Energy (Ha): -5326.5504
Maximum force (eV Å⁻¹): 1.97
Net charge: -1
Orbital gap (alpha / beta) (eV): 3.92 / 4.70

Cartesian coordinates (Å):
Fe: -0.346 0.485 0.130
C: 4.511 5.848 -2.618
C: 4.034 6.152 -1.354
C: 3.257 5.239 -0.664
C: 2.955 4.002 -1.224
C: 3.458 3.696 -2.482
C: 4.227 4.613 -3.176
C: 2.031 3.035 -0.538
C: 1.778 3.247 0.920
C: 2.413 3.651 2.070
C: 1.480 3.503 3.103
C: 0.313 2.945 2.564
C: -0.822 2.522 3.297
C: -1.002 3.189 4.611
C: -0.309 2.722 5.723
C: -0.433 3.350 6.948
C: -1.267 4.447 7.084
C: -1.967 4.913 5.985
C: -1.834 4.293 4.755
C: -1.636 1.430 3.007
N: -1.469 0.520 1.996
C: -2.440 -0.426 2.147
C: -2.515 -1.630 1.376
C: -3.754 -2.326 1.116
C: -3.785 -3.550 0.420
C: -4.965 -4.216 0.172
C: -6.180 -3.667 0.551
C: -6.186 -2.408 1.132
C: -5.006 -1.750 1.402
C: -1.264 -2.175 0.957
C: -0.832 -3.513 1.152
C: 0.520 -3.525 0.940
C: 0.902 -2.197 0.600
N: -0.205 -1.404 0.582
C: 2.229 -1.777 0.402
C: 2.627 -0.498 -0.030
C: 3.961 -0.056 -0.178
C: 3.902 1.278 -0.534
C: 2.542 1.617 -0.577
N: 1.770 0.552 -0.276
C: 3.261 -2.694 0.911
C: 3.182 -3.065 2.257
C: 4.128 -3.888 2.832
C: 5.180 -4.372 2.068
C: 5.268 -4.021 0.731
C: 4.322 -3.189 0.157
C: -3.242 -0.115 3.280
C: -2.730 1.025 3.830
N: 0.530 2.806 1.217
H: 5.110 6.567 -3.159
H: 4.268 7.108 -0.905
H: 2.875 5.488 0.314
H: 3.256 2.727 -2.914
H: 4.609 4.358 -4.155
H: 3.425 3.999 2.158
H: 1.644 3.724 4.141
H: 0.337 1.864 5.613
H: 0.120 2.986 7.803
H: -1.368 4.935 8.044
H: -2.620 5.768 6.089
H: -2.380 4.661 3.896
H: -2.869 -3.976 0.049
H: -4.943 -5.174 -0.332
H: -7.105 -4.191 0.361
H: -7.129 -1.934 1.368
H: -5.046 -0.755 1.811
H: -1.429 -4.326 1.523
H: 1.184 -4.363 1.022
H: 4.847 -0.640 -0.003
H: 4.732 1.944 -0.693
H: 2.368 -2.673 2.852
H: 4.045 -4.151 3.880
H: 5.925 -5.014 2.521
H: 6.078 -4.405 0.125
H: 4.395 -2.938 -0.890
H: -4.024 -0.730 3.684
H: -3.065 1.540 4.711
I: -2.912 0.703 -0.791
C: -2.824 2.557 0.244
C: -3.962 3.155 0.752
C: -3.879 4.462 1.208
C: -2.737 5.205 0.965
C: -1.611 4.596 0.416
C: -0.551 5.323 -0.247
C: 0.298 4.697 -1.072
C: 0.559 3.219 -1.046
C: -0.285 2.519 0.040
C: -1.607 3.201 0.221
H: -4.891 2.611 0.793
H: -4.741 4.923 1.667
H: -2.714 6.265 1.180
H: -0.609 6.405 -0.229
H: 0.905 5.269 -1.760
H: 0.432 2.784 -2.045
C: -1.983 0.047 -6.425
Si: -2.069 0.334 -4.523
C: -2.426 2.212 -4.370
C: -3.624 -0.651 -3.978
Sb: 0.060 -0.068 -3.042
Si: 1.639 0.724 -4.968
C: 1.551 0.198 -6.821
C: 1.408 2.626 -5.106
C: 3.391 0.191 -4.413
Si: 0.271 -2.625 -3.436
C: 0.289 -3.122 -5.292
C: 1.868 -3.359 -2.688
C: -1.245 -3.449 -2.623
H: -2.949 0.233 -6.887
H: -1.696 -0.970 -6.663
H: -1.262 0.710 -6.886
H: -3.287 2.514 -4.959
H: -1.575 2.794 -4.711
H: -2.621 2.487 -3.339
H: -4.443 0.022 -3.746
H: -3.437 -1.232 -3.081
H: -3.956 -1.333 -4.754
H: 1.000 0.925 -7.405
H: 1.061 -0.758 -6.956
H: 2.544 0.122 -7.252
H: 0.563 2.838 -5.755
H: 1.199 3.088 -4.146
H: 2.273 3.129 -5.528
H: 3.568 -0.833 -4.732
H: 3.490 0.212 -3.331
H: 4.184 0.803 -4.831
H: 1.131 -2.664 -5.799
H: -0.618 -2.798 -5.790
H: 0.372 -4.197 -5.421
H: 2.742 -2.787 -2.986
H: 2.027 -4.390 -2.994
H: 1.823 -3.341 -1.604
H: -2.142 -3.318 -3.220
H: -1.428 -3.001 -1.652
H: -1.100 -4.513 -2.468

Cartesian forces, eV/Å:
1.62 0.18 1.11
0.13 0.08 -0.06
0.04 0.12 -0.03
0.13 -0.11 0.02
0.28 0.04 0.11
-0.02 0.03 0.04
0.05 0.03 -0.12
-0.20 -0.23 0.17
0.14 0.15 0.07
0.12 0.07 -0.26
-0.31 -0.17 -0.04
0.44 0.23 0.32
-0.75 -0.82 -0.06
-0.09 0.09 0.06
-0.01 -0.05 -0.09
0.03 0.01 0.17
0.01 0.05 0.13
-0.12 0.11 0.04
0.04 0.00 -0.06
0.77 0.92 0.27
0.50 -0.19 -1.14
0.08 -0.99 -0.90
1.04 1.09 0.83
-0.73 -0.43 -0.03
0.20 0.13 0.12
-0.26 -0.09 -0.02
-0.03 0.00 -0.04
-0.24 -0.14 0.02
0.26 0.05 0.04
-0.79 -0.84 -0.02
-0.44 0.24 -0.13
0.13 0.20 -0.14
0.17 -0.30 -0.02
0.62 0.63 -0.33
-0.08 -0.09 -0.13
0.38 0.07 0.05
-0.22 -0.35 0.05
-0.41 0.40 -0.18
0.58 0.32 -0.49
-1.21 -0.38 0.43
0.12 -0.08 0.13
0.12 0.07 0.04
0.03 -0.09 0.10
0.09 -0.08 0.04
0.19 -0.14 0.06
-0.17 0.01 -0.03
-0.27 0.80 0.64
-0.65 -0.58 -0.03
0.58 0.41 0.23
0.04 0.02 -0.04
-0.01 0.06 0.03
-0.07 0.01 0.05
-0.04 -0.10 -0.01
0.01 0.00 -0.07
0.12 0.06 -0.03
-0.05 0.00 0.15
0.06 -0.11 -0.03
0.03 -0.06 0.05
-0.01 0.04 0.04
-0.07 0.08 -0.01
0.00 -0.01 -0.08
0.07 -0.02 0.04
0.04 -0.01 -0.05
-0.09 -0.03 -0.04
-0.05 0.06 0.04
-0.03 0.10 0.03
-0.12 -0.08 0.00
0.11 -0.13 0.08
0.05 -0.07 -0.03
0.03 0.10 -0.03
-0.05 0.01 0.02
0.03 0.00 -0.01
0.04 -0.04 -0.04
0.06 -0.01 -0.03
-0.02 0.10 -0.12
-0.12 -0.07 0.03
0.00 0.00 0.19
-0.49 0.68 0.03
0.01 -0.24 -0.31
-0.15 -0.03 0.00
-0.18 -0.08 -0.11
0.39 0.01 -0.03
-0.65 -0.62 0.22
0.55 0.21 -0.48
-0.22 0.34 0.22
-0.15 -0.25 -0.19
-0.59 -0.44 -0.43
-0.19 0.09 0.19
-0.15 -0.08 0.05
-0.08 0.04 0.02
-0.03 0.10 -0.02
0.03 0.07 -0.07
0.00 0.14 0.07
0.03 -0.02 0.12
0.31 -0.06 0.77
-0.61 0.40 -0.58
0.21 -0.63 0.15
0.61 0.22 0.15
-0.18 -0.37 -1.19
0.74 0.44 -0.44
-0.39 -0.13 0.68
-0.03 -0.57 0.37
-0.66 0.22 0.10
0.08 -1.00 -0.19
-0.06 0.44 0.64
-0.51 0.48 -0.13
0.45 0.46 -0.23
-0.28 0.10 0.08
0.08 -0.24 -0.07
0.21 0.18 -0.13
-0.22 -0.07 -0.19
0.22 0.09 -0.08
-0.01 0.07 0.22
-0.17 0.23 -0.01
0.00 -0.22 0.16
0.04 -0.13 -0.20
-0.16 0.19 -0.06
-0.10 -0.28 -0.09
0.31 0.02 0.11
-0.19 -0.05 -0.14
0.00 0.11 0.18
0.27 -0.02 -0.11
-0.04 -0.24 -0.09
0.03 0.04 0.29
0.09 0.22 -0.20
0.21 0.10 -0.12
-0.21 0.10 -0.13
0.02 -0.28 0.15
0.18 0.17 -0.07
-0.16 -0.17 -0.20
-0.03 0.07 0.19
-0.18 0.08 -0.20
0.00 0.09 0.32
0.17 -0.23 -0.01